# 1
{"formula": "C6H8N", "method": "ωB97M-V/def2-TZVPD", "orbital_gap_ha": 0.33883, "smiles": "C[N@@H+]1C=C=C=CC1", "e_homo_ev": -14.13, "total_charge": 1, "elements": ["N", "C", "C", "C", "C", "C", "C", "H", "H", "H", "H", "H", "H", "H", "H"], "coordinates": [[-0.467005, 0.313290, 0.487842], [0.696214, 1.310481, 0.485039], [1.524332, 1.060278, -0.481311], [1.423869, -1.248128, -0.063410], [0.070068, -1.190272, 0.424337], [-1.252938, 0.562194, -0.745976], [1.757409, -0.188448, -0.726703], [-1.758146, 1.545248, -0.678546], [-2.017365, -0.265897, -0.799017], [1.842906, -2.171670, 0.133826], [-0.695326, -1.694351, -0.175878], [-0.690030, 0.607654, -1.626355], [-0.841343, 0.639487, 1.302509], [0.031078, -1.482264, 1.454040], [0.376273, 2.202393, 1.009596]], "atomic_forces_ev_per_a": [[3.7012, -0.9469, -3.6681], [-1.9592, 1.9980, -0.3940], [1.6631, -0.9979, -0.0311], [0.2993, -0.7838, -1.5331], [-2.8346, 2.1517, 1.3530], [-3.4046, -0.0742, 1.4423], [0.6161, 1.0462, -0.1789], [0.1241, -0.5923, 0.1735], [0.5925, 1.0696, -0.1330], [1.5730, -1.5470, 0.0993], [0.3416, -0.1047, 0.2162], [1.3260, -0.3757, -0.9147], [-2.5362, -0.1492, 2.8005], [-0.0350, -0.7721, 0.5755], [0.5328, 0.0784, 0.1926]]}

---

# 2
{"formula": "C6H8N", "method": "ωB97M-V/def2-TZVPD", "orbital_gap_ha": 0.31847, "e_homo_ev": -13.77, "total_charge": 1, "elements": ["N", "C", "C", "C", "C", "C", "C", "H", "H", "H", "H", "H", "H", "H", "H"], "coordinates": [[-0.036863, 0.979025, -0.097094], [-0.882490, -0.905263, -0.069280], [1.353996, 0.991175, 0.132797], [2.260962, -0.279450, -0.009014], [1.455806, -1.293714, -0.092638], [0.193889, -1.574500, -0.232168], [-2.260314, -0.704676, 0.041015], [-2.468278, 0.094650, 0.775913], [1.564237, 1.282910, 1.154190], [-2.747835, -0.600445, -0.982091], [-0.582177, 1.039369, -0.927400], [3.377785, -0.213781, -0.286898], [1.879437, 1.769847, -0.573689], [-0.660447, 1.163244, 0.624108], [-2.447715, -1.748396, 0.542249]], "atomic_forces_ev_per_a": [[-0.4743, -1.6288, -0.1049], [3.9877, -1.2085, -0.8739], [1.9754, 2.8709, -1.4091], [1.1427, -1.6636, -1.7310], [0.0561, 0.8473, -0.5081], [-1.0061, 0.2377, 1.0947], [-1.7554, -1.6050, 0.2740], [-0.4590, -0.4820, -0.4660], [-0.3227, 0.4440, 0.1896], [0.2217, -0.0077, 1.5115], [0.9561, 0.7481, -1.3861], [-2.0248, 0.1155, 1.0654], [-1.0525, -1.4364, 1.2820], [-0.4389, 0.9186, 1.9601], [-0.8060, 1.8499, -0.8982]]}

---

# 3
{"formula": "C6H8N", "method": "ωB97M-V/def2-TZVPD", "orbital_gap_ha": [0.24057, 0.20765], "e_homo_ev": [-10.52, -15.06], "spin_multiplicity": 3, "total_charge": 1, "elements": ["N", "C", "C", "C", "C", "C", "C", "H", "H", "H", "H", "H", "H", "H", "H"], "coordinates": [[-0.424275, -0.201632, 0.770782], [0.183908, 0.771714, 0.234180], [0.973439, 0.508264, -2.013449], [2.097087, 0.390221, -2.314208], [-0.137247, 0.979391, -1.243385], [-0.514546, -0.622995, 2.109020], [-1.040243, -1.372841, 0.946523], [-0.084331, 2.059997, -1.224037], [-1.059855, 0.909415, -1.740072], [0.621768, 1.615578, 0.698957], [0.389550, -0.976693, 2.530495], [2.739289, -0.352242, -2.681482], [-0.504544, -2.175209, 0.588754], [-2.082911, -1.612054, 0.604492], [-1.157089, 0.079088, 2.733430]], "atomic_forces_ev_per_a": [[-0.3418, 0.3420, 2.0894], [1.7013, 2.1222, -3.4636], [-8.5641, 2.5924, 3.8322], [7.0119, -2.4352, -2.4481], [1.1890, 1.2908, -1.2065], [-2.0609, 1.3784, 1.5354], [-3.0630, -2.3827, -0.7966], [0.5745, 0.8343, -0.3693], [-1.7085, -1.2037, -0.0494], [0.2018, 0.2218, 0.8653], [0.8117, -0.2353, 0.5730], [1.5936, -0.0014, -0.5624], [1.6232, -2.2010, -0.2865], [0.3814, 1.1438, 0.8775], [0.6500, -1.4664, -0.5903]]}

---

# 4
{"formula": "C6H8N2", "method": "ωB97M-V/def2-TZVPD", "orbital_gap_ha": 0.33822, "smiles": "CN(C)C#CCC#N", "e_homo_ev": -8.44, "total_charge": 0, "elements": ["N", "N", "C", "C", "C", "C", "C", "C", "H", "H", "H", "H", "H", "H", "H", "H"], "coordinates": [[3.282081, 1.537921, -1.767679], [-1.204819, -0.343989, 0.207421], [-1.386489, -1.667549, 0.765501], [2.906811, 1.463001, -0.689729], [2.378501, 1.341841, 0.648311], [1.053551, 0.747291, 0.558381], [-1.887049, -0.116969, -1.048659], [0.023831, 0.171241, 0.318041], [-1.735419, 0.923271, -1.352799], [2.328501, 2.340091, 1.111361], [-1.519659, -0.776269, -1.849959], [-1.024339, -2.466079, 0.098031], [-2.457009, -1.828229, 0.951431], [-2.954619, -0.292819, -0.911369], [-0.846009, -1.734459, 1.716371], [3.042131, 0.701701, 1.245351]], "atomic_forces_ev_per_a": [[0.1957, 0.0714, -0.3531], [-0.0446, -0.2281, -0.0665], [-0.1764, -0.4087, 0.3432], [0.4192, 0.1083, -0.4261], [-0.1762, 0.1297, 0.6791], [-0.4792, -0.4441, -0.0523], [-0.0799, 0.2571, -0.3979], [0.2882, 0.5705, 0.4726], [-0.0687, -0.2183, 0.0255], [0.1761, -0.3079, -0.0601], [-0.0404, 0.0725, 0.1029], [-0.0292, 0.1530, 0.0623], [0.2627, -0.0018, -0.0248], [0.0219, 0.0030, -0.0098], [-0.1779, -0.0021, -0.2234], [-0.0912, 0.2455, -0.0716]]}

---

# 5
{"formula": "C6H8N2", "method": "ωB97M-V/def2-TZVPD", "orbital_gap_ha": 0.34021, "smiles": "C=NN1[C@@H]2CC=C[C@@H]21", "e_homo_ev": -8.31, "total_charge": 0, "elements": ["N", "N", "C", "C", "C", "C", "C", "C", "H", "H", "H", "H", "H", "H", "H", "H"], "coordinates": [[-1.005692, -0.988243, -0.466681], [-1.944279, -0.287010, 0.327977], [0.702816, -0.250352, 1.290802], [-2.016688, 0.951479, -0.287691], [0.467988, -0.779502, -1.053907], [1.110942, 0.535618, -0.982894], [0.271982, -1.267583, 0.223330], [1.220260, 1.026305, 0.255425], [1.602805, 0.870579, -1.975213], [0.483003, -1.804997, -1.592909], [0.384125, -2.440684, 0.331763], [1.580955, 1.910168, 0.486805], [1.394467, -0.504668, 2.140753], [-2.744358, 1.492765, 0.499830], [-0.083236, 0.202670, 1.977315], [-1.425086, 1.333453, -1.174710]], "atomic_forces_ev_per_a": [[0.8670, -2.6790, 1.0438], [2.8758, 5.7279, -5.3763], [0.0457, 3.2334, 0.3794], [-2.5464, -2.4810, 5.4481], [-1.5151, -0.8810, -2.3068], [1.7566, 0.1225, -2.6567], [-1.5610, -3.9950, 5.1387], [-2.2767, -7.2809, -0.1128], [-1.1491, 0.3075, 1.9279], [0.7294, 2.9524, -1.0874], [0.3285, 2.5343, 0.6623], [1.6611, 4.0761, 1.4615], [0.2059, -0.2516, -1.6414], [1.4930, -0.0135, -2.8216], [0.0487, -0.7547, -1.3919], [-0.9636, -0.6174, 1.3332]]}

---

# 6
{"formula": "C6H8N2", "method": "ωB97M-V/def2-TZVPD", "orbital_gap_ha": 0.32699, "smiles": "C[C@@H]1Cn2ccnc21", "e_homo_ev": -7.99, "total_charge": 0, "elements": ["N", "N", "C", "C", "C", "C", "C", "C", "H", "H", "H", "H", "H", "H", "H", "H"], "coordinates": [[-0.924595, 0.634696, 1.356500], [-0.029501, -0.732473, -0.084780], [-0.772730, -1.541685, 0.553414], [0.585616, 1.328224, -1.917902], [1.280971, -0.587297, -0.624276], [-0.072682, 0.551163, 0.434619], [-1.600159, -0.638237, 1.476572], [1.057365, 0.988078, -0.478555], [1.990124, 1.385527, -0.096169], [2.114936, -1.074681, 0.263438], [0.344172, 2.420732, -1.867808], [1.341603, 1.157004, -2.831942], [-2.587038, -0.839512, 2.011240], [-0.517407, -2.549402, 0.660456], [-0.323584, 0.642463, -2.010728], [1.445598, -1.059175, -1.693763]], "atomic_forces_ev_per_a": [[-3.5721, 0.2063, 2.0298], [2.1273, 2.0103, -0.7675], [-5.1098, 0.8068, 4.5166], [0.0967, 0.9701, -0.3824], [3.2710, -2.1576, 0.8680], [0.0910, -1.7108, -2.0081], [3.1947, -0.9287, -2.2987], [1.8215, -2.1673, -1.4933], [-0.3291, 0.9375, 0.0655], [-2.1666, 1.4435, -2.9417], [-0.3751, -0.9436, -0.7176], [-1.4563, 0.2302, 2.4491], [1.9917, 0.4812, -0.6373], [-0.4744, -1.5643, -0.3460], [1.0341, 1.3915, -0.5533], [-0.1448, 0.9949, 2.2169]]}